{"formula": "C80H184AsF6N2O2P4", "method": "wB97M-V/def2-TZVPD", "symbols": ["C", "C", "C", "C", "P", "C", "C", "C", "C", "C", "C", "C", "C", "C", "C", "C", "C", "H", "H", "H", "H", "H", "H", "H", "H", "H", "H", "H", "H", "H", "H", "H", "H", "H", "H", "H", "H", "H", "H", "H", "H", "H", "H", "H", "H", "H", "H", "H", "H", "H", "H", "H", "H", "C", "C", "C", "C", "P", "C", "C", "C", "C", "C", "C", "C", "C", "C", "C", "C", "C", "H", "H", "H", "H", "H", "H", "H", "H", "H", "H", "H", "H", "H", "H", "H", "H", "H", "H", "H", "H", "H", "H", "H", "H", "H", "H", "H", "H", "H", "H", "H", "H", "H", "H", "H", "H", "C", "C", "C", "C", "P", "C", "C", "C", "C", "C", "C", "C", "C", "C", "C", "C", "C", "H", "H", "H", "H", "H", "H", "H", "H", "H", "H", "H", "H", "H", "H", "H", "H", "H", "H", "H", "H", "H", "H", "H", "H", "H", "H", "H", "H", "H", "H", "H", "H", "H", "H", "H", "H", "C", "C", "C", "C", "P", "C", "C", "C", "C", "C", "C", "C", "C", "C", "C", "C", "C", "H", "H", "H", "H", "H", "H", "H", "H", "H", "H", "H", "H", "H", "H", "H", "H", "H", "H", "H", "H", "H", "H", "H", "H", "H", "H", "H", "H", "H", "H", "H", "H", "H", "H", "H", "H", "C", "C", "N", "C", "C", "C", "C", "C", "O", "C", "H", "H", "H", "H", "H", "H", "H", "H", "H", "H", "H", "H", "H", "H", "H", "H", "H", "H", "H", "H", "C", "C", "N", "C", "C", "C", "C", "C", "O", "C", "H", "H", "H", "H", "H", "H", "H", "H", "H", "H", "H", "H", "H", "H", "H", "H", "H", "H", "H", "H", "As", "F", "F", "F", "F", "F", "F"], "coordinates": [[13.234, 18.622, -4.525], [12.567, 17.234, -4.793], [13.347, 16.314, -5.694], [13.275, 16.853, -7.146], [14.276, 15.969, -8.392], [14.109, 16.612, -10.122], [14.477, 18.117, -10.319], [14.263, 18.484, -11.773], [14.263, 20.048, -11.905], [13.716, 14.207, -8.412], [12.470, 13.983, -9.378], [12.059, 12.527, -9.300], [11.173, 11.972, -10.434], [16.168, 15.930, -8.012], [17.184, 15.504, -9.072], [18.717, 15.633, -8.643], [19.331, 17.006, -8.310], [12.974, 19.297, -5.340], [14.323, 18.590, -4.555], [12.954, 19.061, -3.567], [11.556, 17.426, -5.151], [12.326, 16.795, -3.825], [12.925, 15.311, -5.635], [14.377, 16.340, -5.339], [13.584, 17.898, -7.159], [12.277, 16.832, -7.585], [13.051, 16.478, -10.347], [14.701, 15.817, -10.575], [15.533, 18.180, -10.056], [13.811, 18.706, -9.689], [13.357, 17.983, -12.114], [14.949, 17.927, -12.412], [13.571, 20.453, -11.167], [13.885, 20.412, -12.861], [15.252, 20.361, -11.571], [13.444, 14.126, -7.360], [14.535, 13.609, -8.814], [12.723, 14.289, -10.393], [11.578, 14.554, -9.117], [11.531, 12.409, -8.353], [12.903, 11.850, -9.170], [10.749, 10.990, -10.223], [11.584, 11.965, -11.444], [10.286, 12.604, -10.452], [16.341, 15.239, -7.187], [16.326, 16.947, -7.652], [17.026, 16.048, -10.003], [17.027, 14.457, -9.334], [19.293, 15.180, -9.450], [18.938, 14.949, -7.824], [20.415, 16.947, -8.214], [18.732, 17.417, -7.497], [19.125, 17.757, -9.073], [14.212, 17.323, -17.948], [15.293, 18.137, -18.629], [16.299, 17.407, -19.530], [17.487, 18.295, -19.979], [18.980, 17.417, -20.494], [19.739, 16.449, -19.093], [20.216, 17.290, -17.842], [19.126, 17.502, -16.737], [19.453, 18.499, -15.556], [18.656, 16.312, -21.868], [17.956, 16.798, -23.112], [17.226, 15.633, -23.704], [18.186, 14.604, -24.275], [20.082, 18.747, -20.976], [21.400, 18.418, -21.482], [22.258, 19.647, -21.957], [22.857, 20.333, -20.800], [13.349, 17.352, -18.613], [13.949, 17.843, -17.027], [14.416, 16.260, -17.821], [15.770, 18.789, -17.898], [14.937, 18.898, -19.324], [15.712, 17.037, -20.371], [16.682, 16.576, -18.937], [17.761, 18.918, -19.128], [17.162, 18.942, -20.793], [20.598, 16.021, -19.611], [19.105, 15.598, -18.846], [20.783, 18.213, -17.966], [20.945, 16.687, -17.301], [19.038, 16.505, -16.306], [18.123, 17.789, -17.054], [19.539, 19.559, -15.793], [20.418, 18.179, -15.162], [18.646, 18.393, -14.832], [18.218, 15.438, -21.386], [19.635, 15.909, -22.124], [18.691, 17.265, -23.768], [17.358, 17.616, -22.709], [16.530, 15.995, -24.460], [16.582, 15.158, -22.963], [17.694, 13.754, -24.747], [18.862, 14.192, -23.526], [18.873, 15.132, -24.936], [20.133, 19.383, -20.092], [19.643, 19.374, -21.752], [21.332, 17.719, -22.316], [21.886, 17.770, -20.752], [21.722, 20.444, -22.473], [23.059, 19.271, -22.593], [22.995, 21.366, -21.120], [23.837, 19.939, -20.531], [22.232, 20.408, -19.910], [10.531, 12.187, -15.446], [10.703, 10.869, -14.715], [10.476, 9.578, -15.570], [10.525, 8.249, -14.760], [10.273, 6.745, -15.734], [11.741, 6.578, -16.792], [13.143, 7.065, -16.259], [14.531, 6.503, -16.816], [14.833, 5.072, -16.246], [10.172, 5.266, -14.718], [11.459, 5.053, -13.887], [11.304, 4.032, -12.704], [11.117, 2.682, -13.282], [8.811, 7.123, -16.803], [8.379, 5.951, -17.728], [7.164, 6.135, -18.692], [5.862, 6.328, -17.904], [11.118, 12.906, -14.875], [9.501, 12.541, -15.495], [11.074, 12.202, -16.391], [10.041, 10.888, -13.849], [11.758, 10.952, -14.455], [11.182, 9.480, -16.395], [9.496, 9.690, -16.033], [9.945, 8.209, -13.838], [11.466, 8.140, -14.221], [11.614, 6.947, -17.810], [11.667, 5.512, -17.006], [13.239, 6.925, -15.183], [13.147, 8.154, -16.302], [15.376, 7.130, -16.534], [14.475, 6.563, -17.903], [14.569, 5.148, -15.191], [15.858, 4.790, -16.488], [14.235, 4.248, -16.636], [9.878, 4.444, -15.369], [9.279, 5.375, -14.102], [11.797, 6.017, -13.506], [12.193, 4.765, -14.639], [10.407, 4.259, -12.127], [12.103, 4.082, -11.964], [11.044, 1.863, -12.567], [11.894, 2.518, -14.028], [10.124, 2.754, -13.727], [8.782, 8.062, -17.355], [8.006, 7.217, -16.075], [8.211, 5.123, -17.039], [9.224, 5.569, -18.300], [6.973, 5.226, -19.263], [7.368, 7.012, -19.307], [5.797, 7.248, -17.324], [5.685, 5.432, -17.309], [5.051, 6.599, -18.580], [14.762, 8.208, -12.930], [14.600, 9.509, -13.691], [15.710, 9.807, -14.673], [15.395, 10.722, -15.866], [16.828, 11.352, -16.772], [17.998, 12.092, -15.525], [18.918, 13.216, -16.053], [19.767, 13.794, -14.933], [19.077, 14.326, -13.725], [16.302, 12.537, -18.004], [15.007, 12.213, -18.807], [14.756, 13.291, -19.815], [15.900, 13.686, -20.774], [17.725, 9.972, -17.565], [17.029, 9.047, -18.615], [18.038, 7.995, -19.137], [17.492, 6.973, -20.159], [13.959, 7.987, -12.226], [15.613, 8.180, -12.249], [14.761, 7.440, -13.703], [14.441, 10.298, -12.955], [13.627, 9.604, -14.172], [16.107, 8.844, -14.994], [16.489, 10.261, -14.061], [14.769, 11.589, -15.656], [14.900, 10.141, -16.644], [18.500, 11.284, -14.994], [17.383, 12.555, -14.754], [18.277, 14.036, -16.379], [19.559, 12.909, -16.879], [20.409, 14.569, -15.351], [20.426, 12.967, -14.670], [18.178, 14.871, -14.015], [19.803, 14.872, -13.123], [18.780, 13.485, -13.097], [17.123, 12.927, -18.605], [16.127, 13.423, -17.394], [14.155, 11.992, -18.165], [15.150, 11.285, -19.362], [14.503, 14.222, -19.307], [13.917, 12.995, -20.446], [15.438, 14.071, -21.683], [16.468, 12.783, -20.996], [16.523, 14.460, -20.325], [18.162, 9.340, -16.792], [18.557, 10.499, -18.032], [16.554, 9.574, -19.443], [16.208, 8.565, -18.083], [18.576, 7.554, -18.298], [18.676, 8.705, -19.663], [17.117, 7.641, -20.935], [16.641, 6.428, -19.751], [18.168, 6.185, -20.492], [9.911, 15.773, -16.601], [10.937, 16.656, -15.825], [10.273, 17.780, -14.998], [9.549, 17.039, -13.834], [11.402, 18.724, -14.407], [10.791, 19.839, -13.571], [9.189, 18.569, -15.723], [9.699, 19.507, -16.909], [9.953, 18.604, -18.027], [10.458, 19.245, -19.171], [9.391, 16.168, -17.474], [9.195, 15.227, -15.987], [10.651, 15.092, -17.024], [11.505, 17.198, -16.581], [11.723, 16.185, -15.235], [9.005, 17.727, -13.185], [10.295, 16.535, -13.220], [8.841, 16.281, -14.168], [12.022, 19.036, -15.247], [11.986, 18.023, -13.810], [10.309, 19.495, -12.656], [10.225, 20.644, -14.040], [11.537, 20.381, -12.989], [8.820, 19.273, -14.977], [8.400, 17.872, -16.008], [10.534, 20.130, -16.589], [8.919, 20.247, -17.084], [9.997, 20.202, -19.415], [10.342, 18.612, -20.051], [11.529, 19.433, -19.102], [19.527, 11.666, -8.431], [19.113, 10.684, -9.575], [18.111, 9.512, -9.192], [17.837, 8.606, -10.453], [18.868, 8.584, -8.251], [18.131, 7.371, -7.624], [16.798, 10.169, -8.563], [16.036, 11.008, -9.626], [16.648, 12.234, -9.908], [16.504, 12.685, -11.260], [20.315, 11.213, -7.829], [18.719, 11.944, -7.754], [19.836, 12.611, -8.879], [19.937, 10.230, -10.127], [18.595, 11.176, -10.398], [17.677, 9.287, -11.288], [16.981, 7.940, -10.339], [18.684, 7.937, -10.604], [19.248, 9.253, -7.479], [19.820, 8.362, -8.733], [18.825, 6.821, -6.988], [17.713, 6.615, -8.289], [17.351, 7.767, -6.973], [17.100, 10.740, -7.685], [16.164, 9.353, -8.217], [15.038, 11.126, -9.204], [15.913, 10.372, -10.502], [17.014, 13.642, -11.368], [15.427, 12.741, -11.419], [16.897, 11.947, -11.959], [14.708, 14.752, -14.210], [15.774, 15.700, -13.156], [13.546, 14.671, -12.804], [13.579, 13.833, -15.280], [15.897, 14.971, -15.583], [15.456, 13.200, -13.766], [13.961, 16.325, -14.666]], "lowdin_spin": [0.00, 0.00, 0.00, 0.00, 0.00, 0.00, 0.00, 0.00, 0.00, 0.00, 0.00, 0.01, 0.00, 0.00, 0.01, 0.00, 0.00, 0.00, 0.00, 0.00, 0.00, 0.00, 0.00, 0.00, 0.00, 0.00, 0.00, 0.00, 0.00, 0.00, 0.00, 0.00, 0.00, 0.00, 0.00, 0.00, 0.00, 0.00, 0.00, 0.00, 0.00, 0.00, 0.00, 0.00, 0.00, 0.00, 0.00, 0.00, 0.00, 0.00, 0.00, 0.00, 0.00, 0.00, 0.00, 0.00, 0.00, 0.00, 0.00, 0.00, 0.00, 0.00, 0.00, 0.00, 0.00, 0.00, 0.00, 0.00, 0.00, 0.00, 0.00, 0.00, 0.00, 0.00, 0.00, 0.00, 0.00, 0.00, 0.00, 0.00, 0.00, 0.00, 0.00, 0.00, 0.00, 0.00, 0.00, 0.00, 0.00, 0.00, 0.00, 0.00, 0.00, 0.00, 0.00, 0.00, 0.00, 0.00, 0.00, 0.00, 0.00, 0.00, 0.00, 0.00, 0.00, 0.00, 0.00, 0.00, 0.00, 0.00, 0.00, 0.00, 0.00, 0.00, 0.00, 0.00, 0.00, 0.00, 0.00, 0.00, 0.00, 0.00, 0.00, 0.00, 0.00, 0.00, 0.00, 0.00, 0.00, 0.00, 0.00, 0.00, 0.00, 0.00, 0.00, 0.00, 0.00, 0.00, 0.00, 0.00, 0.00, 0.00, 0.00, 0.00, 0.00, 0.00, 0.00, 0.00, 0.00, 0.00, 0.00, 0.00, 0.00, 0.00, 0.00, 0.00, 0.00, 0.00, 0.00, 0.00, 0.00, 0.00, 0.00, 0.00, 0.00, 0.00, 0.00, 0.00, 0.00, 0.00, 0.00, 0.00, 0.00, 0.00, 0.00, 0.00, 0.00, 0.00, 0.00, 0.00, 0.00, 0.00, 0.00, 0.00, 0.00, 0.00, 0.00, 0.00, 0.00, 0.00, 0.00, 0.00, 0.00, 0.00, 0.00, 0.00, 0.00, 0.00, 0.00, 0.00, 0.00, 0.00, 0.00, 0.00, 0.00, 0.00, 0.00, 0.00, 0.00, 0.00, 0.00, 0.00, 0.00, 0.00, 0.00, 0.00, 0.00, 0.00, 0.00, 0.00, 0.00, 0.00, 0.00, 0.00, 0.00, 0.00, 0.00, 0.00, 0.00, 0.00, 0.00, 0.00, 0.00, 0.00, 0.00, 0.00, 0.00, 0.00, 0.00, 0.00, 0.00, 0.00, 0.00, 0.01, 0.01, 0.00, 0.00, 0.00, 0.02, 0.07, 0.63, 0.08, 0.00, 0.00, 0.00, 0.00, 0.00, 0.00, 0.00, 0.00, 0.00, 0.00, 0.00, 0.00, 0.00, 0.00, 0.00, 0.05, 0.01, 0.00, 0.04, 0.03, 0.00, 0.00, 0.00, 0.00, 0.00, 0.00, 0.00], "multiplicity": 2, "gap_ev": [8.234, 1.291], "energy_ha": -7616.66547, "total_charge": 6}